Arrangement P

Molecular formula: C7H15NO4
Method: DFT, the ωB97M-V functional and the def2-TZVPD basis

Output
LUMO level = 0.57 eV
SMILES = OCCN1C[C@H](O)[C@@H](O)[C@@H]1CO
frontier orbital gap = 9.4292 eV
2S+1 = 1
HOMO level = -8.86 eV

Last column: natural (NBO) charge in e.
CARTESIAN COORDINATES (ANGSTROEM)
O  2.991  0.195  -0.387  -0.72
C  2.595  -1.021  0.166  -0.08
C  1.223  -1.442  -0.535  -0.22
N  0.220  -0.376  -0.453  -0.46
C  -1.039  -0.827  -1.217  -0.27
C  -1.954  0.212  -0.768  0.05
O  -1.554  1.489  -1.269  -0.72
C  -1.796  -0.044  0.780  0.06
O  -2.267  -1.401  1.005  -0.74
C  -0.264  -0.022  0.886  -0.12
C  0.508  1.237  1.369  -0.07
O  0.735  2.017  0.139  -0.76
H  3.580  0.643  0.217  0.48
H  2.366  -1.029  1.197  0.16
H  3.317  -1.873  0.142  0.17
H  0.863  -2.410  -0.097  0.18
H  1.344  -1.531  -1.631  0.21
H  -0.853  -0.621  -2.297  0.22
H  -1.287  -1.926  -1.143  0.21
H  -3.054  0.045  -0.899  0.20
H  -0.745  1.687  -0.832  0.49
H  -2.296  0.732  1.486  0.18
H  -2.559  -1.469  2.017  0.48
H  0.034  -0.860  1.637  0.18
H  1.508  0.992  1.703  0.17
H  -0.079  1.770  2.054  0.19
H  1.432  1.519  -0.369  0.51

Arrangement Q

Molecular formula: C7H15NO4
Method: DFT, the ωB97M-V functional and the def2-TZVPD basis

Output
LUMO level = 0.46 eV
SMILES = C[C@H]1N[C@@H](CO)[C@@H](O)[C@H](O)[C@H]1O
frontier orbital gap = 9.2028 eV
2S+1 = 1
HOMO level = -8.74 eV

Last column: natural (NBO) charge in e.
CARTESIAN COORDINATES (ANGSTROEM)
C  -1.059  2.033  -0.051  -0.69
C  -1.143  0.626  -0.882  -0.07
N  0.134  0.155  -1.415  -0.66
C  1.036  -0.520  -0.595  -0.11
C  2.335  0.419  -0.257  -0.05
O  3.025  -0.162  0.713  -0.72
C  0.455  -1.116  0.737  0.08
O  0.240  -0.072  1.717  -0.77
C  -0.986  -1.595  0.407  0.07
O  -0.821  -2.372  -0.742  -0.74
C  -1.964  -0.411  -0.068  0.07
O  -2.547  0.107  1.096  -0.74
H  -0.491  2.907  -0.514  0.22
H  -0.424  2.016  0.900  0.21
H  -2.103  2.220  0.442  0.24
H  -1.742  0.965  -1.730  0.21
H  0.616  0.764  -2.025  0.39
H  1.489  -1.368  -1.104  0.18
H  2.963  0.542  -1.119  0.16
H  1.995  1.552  0.048  0.16
H  3.446  -0.949  0.404  0.48
H  1.018  -1.921  1.117  0.19
H  1.101  0.361  2.034  0.49
H  -1.494  -2.290  1.177  0.21
H  -0.435  -1.642  -1.322  0.48
H  -2.865  -0.858  -0.624  0.21
H  -1.779  0.613  1.658  0.50

Of them, arrangement P has the highest stability.

Arrangement P

Molecular formula: C5H5N2O3
Method: DFT, the ωB97M-V functional and the def2-TZVPD basis

Output
LUMO level = -4.91 eV
SMILES = O=NOc1cc(O)cc[nH+]1
net charge = +1
frontier orbital gap = 9.8421 eV
2S+1 = 1
HOMO level = -14.75 eV

Last column: natural (NBO) charge in e.
CARTESIAN COORDINATES (ANGSTROEM)
O  1.749  1.561  -2.054  -0.14
N  1.914  0.526  -2.474  0.50
O  1.879  -0.572  -1.382  -0.46
C  0.896  -0.392  -0.492  0.53
C  -0.437  -0.549  -0.832  -0.32
C  -1.388  -0.322  0.147  0.41
O  -2.697  -0.467  -0.144  -0.65
C  -1.000  0.032  1.438  -0.28
C  0.331  0.149  1.723  0.10
N  1.246  -0.060  0.757  -0.46
H  -0.694  -0.838  -1.833  0.27
H  -2.975  0.276  -0.695  0.51
H  -1.758  0.204  2.178  0.27
H  0.701  0.424  2.693  0.25
H  2.232  0.028  0.969  0.46

Arrangement Q

Molecular formula: C5H5N2O3
Method: DFT, the ωB97M-V functional and the def2-TZVPD basis

Output
LUMO level (spin up / spin down) = -7.71 / -7.71 eV
SMILES = O=[N+]=C=CCC(=O)/C=[NH+]/[O-]
net charge = +1
frontier orbital gap (spin up / spin down) = 6.0920 / 6.0900 eV
2S+1 = 1
HOMO level (spin up / spin down) = -13.80 / -13.80 eV

Last column: natural (NBO) charge in e.
CARTESIAN COORDINATES (ANGSTROEM)
O  2.175  -2.256  -2.442  -0.10
N  1.900  -1.232  -2.052  0.36
C  1.506  -0.198  -1.658  0.08
C  1.155  0.959  -1.087  0.09
C  0.943  0.905  0.410  -0.59
C  -0.716  0.824  0.656  0.57
O  -1.410  1.776  0.572  -0.46
C  -1.043  -0.557  0.911  -0.25
N  -2.294  -0.870  1.100  0.10
O  -2.739  -1.990  1.165  -0.30
H  0.963  1.924  -1.721  0.31
H  1.287  1.938  0.858  0.30
H  1.402  0.143  1.070  0.28
H  -0.268  -1.319  0.890  0.23
H  -2.862  -0.048  1.330  0.39

Of them, arrangement P has the highest stability.

Arrangement P

Molecular formula: C2H6O2
Method: DFT, the ωB97M-V functional and the def2-TZVPD basis

Output
LUMO level = 0.47 eV
frontier orbital gap = 8.1998 eV
2S+1 = 1
HOMO level = -7.73 eV

Last column: natural (NBO) charge in e.
CARTESIAN COORDINATES (ANGSTROEM)
O  1.480  1.316  0.461  -0.70
C  0.336  0.563  0.614  0.23
C  -1.167  -1.251  -0.160  -0.55
O  0.037  -0.126  -0.630  -0.57
H  1.280  2.070  -0.108  0.48
H  0.491  -0.182  1.393  0.19
H  -0.573  1.134  0.814  0.17
H  -0.744  -2.104  -0.725  0.12
H  -1.943  -0.851  -0.836  0.13
H  0.839  -0.606  -0.894  0.51

Arrangement Q

Molecular formula: C2H6O2
Method: DFT, the ωB97M-V functional and the def2-TZVPD basis

Output
LUMO level = 0.71 eV
SMILES = OCCO
frontier orbital gap = 10.7715 eV
2S+1 = 1
HOMO level = -10.06 eV

Last column: natural (NBO) charge in e.
CARTESIAN COORDINATES (ANGSTROEM)
O  1.317  0.537  0.102  -0.74
C  0.527  -0.607  0.535  -0.09
C  -0.943  -0.270  0.251  -0.09
O  -0.993  0.267  -1.035  -0.71
H  1.427  1.127  0.978  0.47
H  0.927  -1.492  -0.024  0.18
H  0.632  -0.875  1.557  0.16
H  -1.354  0.277  1.168  0.16
H  -1.323  -1.324  0.132  0.18
H  -0.401  1.117  -1.059  0.49

Of them, arrangement Q has the highest stability.